The following is a DFT calculation (ωB97M-V with the def2-TZVPD basis set) of C23H29IrNO5S2 as an isolated structure in a non-equilibrium geometry.

Summary:
HOMO energy (alpha / beta) ... -10.88 / -11.76 eV
Total energy ... -60545.604 eV
Gap between HOMO and LUMO (alpha / beta) ... 7.230 / 5.116 eV

```
! RIJCOSX wB97M-V def2-TZVPD def2/J DEFGRID3
* xyz 1 5
Ir -6.286 -14.854 -2.680
C -9.305 -11.874 -2.897
C -8.129 -12.565 -3.504
C -6.976 -11.843 -3.896
C -7.004 -10.330 -3.944
C -5.813 -12.553 -4.331
C -4.433 -11.861 -4.368
C -5.833 -13.998 -4.479
C -4.748 -14.650 -5.369
C -7.107 -14.709 -4.424
C -7.526 -15.787 -5.366
C -8.151 -14.002 -3.603
C -9.449 -14.669 -3.242
H -10.264 -12.404 -3.032
H -9.426 -10.818 -3.262
H -9.217 -11.771 -1.795
H -7.179 -9.871 -2.942
H -7.826 -9.984 -4.581
H -6.066 -9.953 -4.375
H -4.177 -11.636 -5.418
H -3.667 -12.553 -3.864
H -4.457 -10.919 -3.764
H -5.159 -15.494 -5.899
H -3.893 -14.998 -4.757
H -4.451 -13.953 -6.137
H -7.245 -16.766 -4.975
H -6.983 -15.621 -6.329
H -8.616 -15.818 -5.586
H -9.695 -14.622 -2.163
H -9.417 -15.752 -3.531
H -10.314 -14.257 -3.790
C -6.316 -12.123 0.094
C -4.943 -12.831 0.293
C -4.406 -12.540 1.649
O -4.070 -12.123 -0.652
C -5.192 -14.365 0.110
O -4.395 -15.216 0.585
O -6.269 -14.656 -0.650
H -6.179 -11.028 0.086
H -6.904 -12.247 1.036
H -6.924 -12.453 -0.752
H -3.773 -11.671 1.740
H -3.836 -13.390 1.998
H -5.236 -12.407 2.365
H -3.424 -12.778 -1.029
O -5.156 -17.993 -4.025
S -5.236 -17.806 -2.582
O -6.431 -18.090 -1.856
N -4.770 -16.093 -2.378
C -3.581 -15.886 -1.692
S -2.477 -14.624 -1.614
C -3.105 -17.195 -1.275
C -1.838 -17.318 -0.686
C -1.277 -18.542 -0.458
C -1.997 -19.678 -0.839
C -3.189 -19.570 -1.541
C -3.735 -18.300 -1.755
H -1.239 -16.432 -0.446
H -0.308 -18.673 0.054
H -1.668 -20.649 -0.486
H -3.784 -20.436 -1.786
*
```